(1)
{"formula": "C3H11NOS2", "method": "ωB97M-V with the def2-TZVPD basis set", "species": ["N", "C", "C", "S", "S", "C", "H", "H", "H", "H", "H", "H", "H", "H", "H", "H", "H", "O"], "positions_angstrom": [[-1.733750, -2.887693, -0.081194], [-1.296962, -1.510071, 0.290739], [-0.105427, -1.064776, -0.521132], [0.388391, 0.694622, -0.466216], [-0.302194, 1.251211, 1.429010], [-0.470010, 3.030648, 1.112963], [-0.919820, -3.440849, -0.337748], [-2.016511, -3.318899, 0.784440], [-2.127412, -0.891326, -0.044290], [-1.165118, -1.310807, 1.323298], [0.813123, -1.610328, -0.315536], [-0.302641, -1.203341, -1.579623], [-0.890298, 3.456746, 2.031545], [0.510458, 3.488107, 1.024671], [-1.190514, 3.130126, 0.308496], [4.124691, 1.192574, -2.025889], [2.863994, 0.553853, -1.432797], [3.820000, 0.440201, -1.500737]], "forces_ev_per_a": [[0.983, 0.274, 0.590], [-0.957, 0.142, -2.003], [0.730, 0.049, -0.366], [-0.473, 0.108, 0.252], [0.351, 0.107, 0.131], [-0.250, -0.498, 0.849], [0.057, 0.071, -0.156], [-0.457, -0.291, 0.166], [-0.083, 0.397, 0.270], [0.257, -0.245, 1.120], [-0.105, -0.319, 0.315], [-0.188, -0.170, -0.193], [-0.127, -0.210, -0.141], [-0.082, 0.076, -0.648], [0.337, 0.497, -0.260], [-0.095, -0.216, 0.144], [0.022, 0.051, 0.151], [0.081, 0.177, -0.221]], "e_above_lowest_kj_mol": 58.5, "energy_ev": -28496.9903, "orbital_gap_ha": 0.3160, "smiles": "CSSCCN.O"}

---

(2)
{"formula": "C3H11NOS2", "method": "ωB97M-V with the def2-TZVPD basis set", "species": ["S", "S", "C", "C", "C", "N", "H", "H", "H", "H", "H", "H", "H", "H", "H", "H", "H", "O"], "positions_angstrom": [[0.596254, -1.891953, 3.108172], [1.938435, -2.478915, 1.726919], [1.195951, -1.631507, 0.202135], [0.912843, -0.093846, 0.613486], [0.769522, 0.559978, -0.685291], [0.910454, 2.058763, -0.632305], [-0.441140, -2.847013, 2.773119], [1.869217, -1.942793, -0.621872], [0.141873, -2.229902, -0.093887], [-0.063987, 0.235853, 1.165695], [1.654048, 0.290046, 1.254144], [1.592662, 0.368990, -1.473643], [-0.261142, 0.499588, -1.330691], [0.478260, 2.522197, 0.228335], [1.844610, 2.258252, -0.610211], [-4.898283, 1.104861, -1.264387], [-3.883122, 1.485969, -2.578319], [-4.356454, 1.731431, -1.781398]], "forces_ev_per_a": [[-1.722, -1.508, 0.021], [-0.267, 0.167, -1.312], [-2.960, -1.619, 1.930], [-2.567, -2.118, -1.143], [-0.514, 3.820, -4.601], [-3.387, 0.003, 1.515], [1.372, 1.349, 0.622], [-0.101, 1.190, 0.401], [2.664, 1.690, 0.982], [1.444, -1.714, -0.701], [1.481, 0.434, 0.284], [-1.213, -0.503, 1.312], [2.232, -0.919, 2.047], [0.647, -1.124, -1.561], [2.886, 0.851, 0.199], [0.904, -0.090, -1.372], [-0.519, -1.023, 0.316], [-0.381, 1.111, 1.062]], "e_above_lowest_kj_mol": 227.4, "energy_ev": -28495.2392, "orbital_gap_ha": 0.3423, "smiles": "NCCCSS.O"}

---

(3)
{"formula": "C3H11NOS2", "method": "ωB97M-V with the def2-TZVPD basis set", "species": ["N", "C", "C", "C", "S", "S", "H", "H", "H", "H", "H", "H", "H", "H", "H", "H", "H", "O"], "positions_angstrom": [[0.619962, 2.318617, -0.484974], [0.284773, 0.822358, -0.454602], [1.370886, -0.002059, -1.283124], [-1.122480, 0.447211, -0.750784], [-1.286080, -1.157640, 0.151066], [-1.277295, -2.545455, -1.344738], [0.081242, 2.909550, 0.146495], [0.415174, 2.652681, -1.432141], [0.445460, 0.630180, 0.677234], [2.079779, 0.640244, -1.886553], [1.870041, -0.778442, -0.782334], [0.822331, -0.532009, -1.972197], [-1.756981, 1.184168, -0.274673], [-1.407977, 0.396978, -1.800548], [-1.340296, -3.651092, -0.532890], [-0.708250, -0.969179, 4.072454], [0.807036, -1.135868, 4.310646], [0.102671, -1.230240, 3.641664]], "forces_ev_per_a": [[-0.792, -1.515, -1.387], [3.868, 1.656, 2.521], [-0.497, 2.919, 0.073], [-0.470, -0.275, -0.219], [-0.493, -0.548, -0.909], [-0.086, 0.448, 0.832], [-0.063, -0.502, 0.081], [0.274, 0.111, 0.320], [-0.163, -0.076, -1.640], [-0.773, -0.553, 1.113], [0.978, -0.485, 1.307], [-1.301, -1.201, -2.171], [-0.551, -0.268, 0.379], [0.076, -0.343, -0.059], [0.058, 0.605, -0.144], [-0.226, 0.093, 0.371], [-0.558, -0.056, -0.423], [0.722, -0.012, -0.047]], "e_above_lowest_kj_mol": 71.9, "s_squared": 0.754, "multiplicity": 2, "energy_ev": -28488.6033, "total_charge": 1, "orbital_gap_ha": [0.3209, 0.2076]}

---

What did we get for M? Answer: 141.3 141.3 141.3 u, in the order shown.